(P)
10
Properties=species:S:1:pos:R:3:mulliken_charge:R:1 method="wB97M-V/def2-TZVPD" e_lumo_ev="4.2 / 4.2" charge=-1 multiplicity=1
P 0.838 -0.893 -2.599 0.894
O 0.329 -1.879 -1.223 -0.384
O -0.352 -0.566 -3.418 -0.700
O 2.126 -1.293 -3.186 -0.726
C -0.423 0.182 -0.136 -1.053
C 0.617 -0.575 -0.874 -0.050
H -0.079 1.186 0.107 0.305
H -0.695 -0.343 0.780 0.255
H 2.108 -0.583 0.394 0.129
H -1.301 0.243 -0.781 0.329

(Q)
10
Properties=species:S:1:pos:R:3:mulliken_charge:R:1 method="wB97M-V/def2-TZVPD" e_lumo_ev=4.0 charge=-1 multiplicity=1
P -1.362 0.726 0.081 0.662
O 2.479 0.395 -0.120 -0.418
O -1.650 2.130 0.417 -0.699
O -1.153 0.370 -1.321 -0.704
C 1.915 1.442 -0.095 -0.121
C -0.942 -0.297 1.292 -0.790
H 1.461 1.807 0.842 0.273
H 1.797 2.215 -0.909 0.221
H -1.290 0.180 2.118 0.299
H -0.855 -1.338 1.214 0.276

Last place for stability: (P)

(P)
10
Properties=species:S:1:pos:R:3:mulliken_charge:R:1 method="wB97M-V/def2-TZVPD" e_lumo_ev=4.2 charge=-1 multiplicity=1
P -0.551 1.440 0.370 0.038
O 3.302 -0.265 -0.101 -0.742
O -0.248 -0.225 0.258 -0.368
O 1.694 1.366 -0.199 -0.580
C 1.024 -0.829 0.166 -0.201
C 2.157 0.232 -0.046 0.507
H 1.146 -1.505 -0.629 0.224
H -1.912 1.133 0.350 -0.040
H -0.926 1.780 -0.989 -0.031
H 1.179 -1.307 1.145 0.193

(Q)
10
Properties=species:S:1:pos:R:3:mulliken_charge:R:1 method="wB97M-V/def2-TZVPD" e_lumo_ev="3.7 / 3.7" charge=-1 multiplicity=1
P -0.110 0.021 -0.032 0.079
O -0.376 -1.679 2.521 -0.378
O 1.748 0.560 -1.920 -0.431
O -0.908 0.542 2.880 -0.333
C -0.612 -0.528 2.493 0.382
C 0.317 0.655 -1.736 -0.622
H -0.265 -1.435 -0.229 -0.013
H -1.452 0.421 -0.155 0.004
H -0.159 1.757 -1.805 0.034
H 1.817 -0.315 -2.017 0.279

Last place for stability: (Q)

(P)
16
Properties=species:S:1:pos:R:3:mulliken_charge:R:1 method="wB97M-V/def2-TZVPD" e_lumo_ev=0.8 charge=0 multiplicity=1
N -2.233 -0.433 -0.892 -0.419
N 0.723 -0.721 -0.271 -0.130
C -1.002 0.227 -1.313 -1.077
C 1.728 -1.165 0.681 -0.791
C 0.006 0.380 -0.264 0.570
C 0.185 1.534 0.660 -1.078
H 0.132 -1.056 -1.252 0.534
H -2.246 -1.442 -0.930 0.219
H -1.231 1.142 -1.862 0.234
H 1.418 -2.121 1.108 0.296
H -2.630 -0.118 -0.010 0.165
H 2.684 -1.310 0.174 0.261
H -0.627 1.540 1.393 0.248
H 0.095 2.456 0.081 0.326
H 1.137 1.548 1.194 0.365
H 1.861 -0.461 1.504 0.278

(Q)
16
Properties=species:S:1:pos:R:3:mulliken_charge:R:1 method="wB97M-V/def2-TZVPD" e_lumo_ev=1.0 charge=0 multiplicity=1
N 1.992 -1.507 0.307 -0.657
N -0.925 2.485 -0.398 -0.537
C 0.512 0.163 -0.715 -0.339
C 0.462 -0.712 0.210 0.567
C -1.047 1.095 -0.673 -0.648
C -0.522 -1.379 1.084 -1.250
H -0.927 -0.666 1.805 0.298
H -1.355 -1.779 0.505 0.335
H 1.963 -2.417 -0.143 0.193
H -1.827 0.673 -0.042 0.354
H -0.031 -2.195 1.611 0.367
H -0.271 2.953 -1.014 0.235
H 2.757 -0.963 -0.079 0.218
H 1.268 0.626 -1.320 0.324
H -0.677 2.671 0.566 0.216
H -1.372 0.951 -1.705 0.325

(R)
16
Properties=species:S:1:pos:R:3:mulliken_charge:R:1 method="wB97M-V/def2-TZVPD" e_lumo_ev=1.1 charge=0 multiplicity=1
N -0.223 -2.060 -0.519 -0.564
N 1.244 1.350 2.071 -0.521
C 0.744 0.949 -0.273 -0.465
C -0.990 -0.888 -0.855 -0.723
C 0.336 0.910 1.058 -0.180
C -0.288 0.397 -1.329 -0.260
H 0.155 -2.008 0.394 0.233
H 0.835 1.701 2.956 0.239
H -0.265 0.054 1.420 0.210
H -1.663 -0.650 0.061 0.279
H 1.752 1.085 -0.675 0.333
H -0.622 -3.023 -0.638 0.214
H 1.883 2.053 1.710 0.232
H -1.095 1.149 -1.474 0.236
H -1.835 -1.122 -1.553 0.411
H 0.031 0.102 -2.354 0.326

(S)
16
Properties=species:S:1:pos:R:3:mulliken_charge:R:1 method="wB97M-V/def2-TZVPD" e_lumo_ev=0.9 charge=0 multiplicity=1
N 2.390 -0.538 -0.475 -0.572
N -0.642 -0.164 0.648 -0.505
C -2.965 -0.014 1.762 -0.797
C -1.717 -0.456 1.579 0.060
C 1.043 0.447 -2.473 -0.655
C 1.682 0.497 -1.202 -0.004
H -3.769 0.234 1.139 0.306
H -1.283 -1.069 2.392 0.182
H 2.577 -1.430 -1.006 0.219
H 0.387 1.260 -2.851 0.251
H 0.317 -0.334 1.093 0.280
H -3.394 0.202 2.764 0.192
H 3.414 -0.394 -0.141 0.261
H 1.879 1.490 -0.719 0.330
H 0.876 -0.584 -2.944 0.183
H -0.794 0.856 0.434 0.268

Last place for stability: (P)

(P)
20
Properties=species:S:1:pos:R:3:mulliken_spin:R:1 method="wB97M-V/def2-TZVPD" e_lumo_ev="0.8 / -1.2" charge=0 multiplicity=3 s2=2.006
Si -0.376 2.850 -0.306 1.005
C -1.419 -2.599 -0.245 -0.002
C -0.901 -3.421 0.855 0.002
C -1.947 -2.049 -1.189 0.004
C 1.642 1.046 -0.692 -0.006
C 1.124 0.892 0.755 -0.012
C -0.287 1.534 1.007 0.059
C 0.989 2.363 -1.242 0.865
H -0.232 1.749 2.016 0.018
H 1.853 1.469 1.263 -0.009
H -2.331 -1.849 -2.149 0.001
H -1.534 -4.207 0.741 0.000
H -0.938 0.633 0.921 0.020
H -1.289 3.900 -0.848 -0.014
H 1.331 2.884 -2.230 -0.010
H 1.330 0.083 -1.134 0.053
H 0.225 -3.652 0.563 0.000
H -1.045 -2.746 1.766 -0.001
H 1.155 -0.097 0.920 0.005
H 2.649 1.217 -0.772 0.021

(Q)
20
Properties=species:S:1:pos:R:3:mulliken_spin:R:1 method="wB97M-V/def2-TZVPD" e_lumo_ev="1.0 / -0.7" charge=0 multiplicity=3 s2=2.019
Si -1.167 -2.132 -0.349 0.024
C -1.114 1.343 0.347 0.863
C 0.262 -0.935 -0.234 0.675
C 1.059 -0.562 0.942 -0.006
C 0.241 1.599 -0.072 0.028
C 0.380 1.061 -1.456 0.231
C 0.441 -0.243 -1.458 -0.103
C 1.439 1.076 0.794 0.100
H 1.943 -1.114 0.853 0.056
H -2.206 -1.572 -1.041 0.012
H -1.389 1.619 1.381 0.007
H 0.733 -0.848 1.909 -0.005
H 0.383 -0.753 -2.522 0.035
H -0.920 -3.377 -1.384 0.034
H -1.824 0.915 -0.319 0.010
H 0.463 1.691 -2.432 -0.021
H 0.359 2.648 -0.116 0.076
H 1.554 1.527 1.758 0.000
H -1.607 -2.192 0.986 0.004
H 2.435 1.159 0.177 -0.019

Last place for stability: (P)

(P)
13
Properties=species:S:1:pos:R:3:mulliken_charge:R:1 method="wB97M-V/def2-TZVPD" e_lumo_ev=0.9 charge=0 multiplicity=1
O 0.627 2.610 1.217 -0.523
N -1.466 -1.840 -0.857 -0.545
N 0.876 0.269 0.918 -0.562
C 0.147 1.468 0.511 -0.292
C -0.673 -2.399 -1.665 -0.230
H 0.411 -2.210 -1.638 0.221
H -0.151 3.140 1.464 0.325
H -0.908 1.305 0.749 0.312
H -0.995 -1.617 0.023 0.292
H 1.144 0.364 1.890 0.233
H 1.755 0.327 0.419 0.231
H 0.267 1.625 -0.560 0.287
H -1.034 -3.041 -2.471 0.251

(Q)
13
Properties=species:S:1:pos:R:3:mulliken_charge:R:1 method="wB97M-V/def2-TZVPD" e_lumo_ev=0.7 charge=0 multiplicity=1
O -1.336 -3.024 0.149 -0.649
N -0.025 0.401 -0.687 -0.436
N 0.439 1.695 1.295 -0.418
C -0.370 0.962 0.452 0.155
C 1.235 0.487 -1.268 -0.848
H -1.549 -2.142 -0.028 0.321
H 1.339 2.012 0.986 0.222
H -1.339 0.676 0.880 0.279
H -0.408 -3.231 0.070 0.313
H 1.228 0.060 -2.366 0.216
H 1.627 1.521 -1.399 0.311
H -0.154 2.255 2.013 0.247
H 1.852 -0.319 -0.708 0.287

(R)
13
Properties=species:S:1:pos:R:3:mulliken_charge:R:1 method="wB97M-V/def2-TZVPD" e_lumo_ev=0.9 charge=0 multiplicity=1
O 2.937 -0.804 0.291 -0.654
N 0.005 -1.565 0.630 -0.684
N -0.419 0.239 -0.716 -0.187
C -1.202 1.504 -0.793 -0.994
C -0.521 -0.446 0.470 0.144
H -1.525 2.176 -1.581 0.382
H -0.225 -2.103 1.599 0.236
H -1.056 0.048 1.419 0.241
H 2.262 -0.969 -0.263 0.278
H -2.199 1.437 -0.242 0.287
H 2.896 -1.591 0.927 0.335
H -0.159 -0.260 -1.481 0.263
H -0.794 2.334 -0.260 0.351

Last place for stability: (R)

(P)
14
Properties=species:S:1:pos:R:3:mulliken_charge:R:1 method="wB97M-V/def2-TZVPD" e_lumo_ev=1.0 charge=0 multiplicity=1
O 1.484 0.991 -0.215 -0.530
O -0.244 1.255 -1.496 -0.592
C 1.260 -0.355 0.263 -0.505
C 0.006 1.263 -0.147 0.120
C -1.260 -1.015 0.084 -1.352
C -0.203 -0.064 0.607 0.208
H 0.767 1.028 -1.572 0.382
H 1.931 -0.540 1.097 0.279
H -0.314 0.125 1.678 0.346
H -2.264 -0.685 0.367 0.360
H 1.408 -1.120 -0.514 0.273
H -1.214 -1.067 -1.008 0.302
H -1.111 -2.020 0.494 0.350
H -0.245 2.204 0.364 0.359

(Q)
14
Properties=species:S:1:pos:R:3:mulliken_charge:R:1 method="wB97M-V/def2-TZVPD" e_lumo_ev=0.8 charge=0 multiplicity=1
O -1.712 -0.493 -0.901 -0.398
O 2.013 1.039 0.095 -0.508
C -1.144 -0.997 0.315 -0.506
C 1.243 -0.145 0.082 -0.765
C -0.191 0.201 0.425 0.237
C -1.031 0.762 -0.731 -0.456
H -1.888 -1.069 1.120 0.253
H 1.268 -0.632 -0.908 0.314
H -0.675 -1.981 0.178 0.296
H 2.937 0.794 0.225 0.310
H -1.728 1.560 -0.446 0.237
H -0.223 0.769 1.359 0.382
H 1.617 -0.875 0.817 0.343
H -0.486 1.065 -1.633 0.261

Last place for stability: (P)